# C47H56CoN3O6P3S3

C47H56CoN3O6P3S3 as an isolated structure in a non-equilibrium geometry (ωB97M-V/def2-TZVPD, the Open Molecules 2025 dataset).

XYZ file:
```
119
Properties=species:S:1:pos:R:3:forces:R:3
H -4.3577 -5.3477 1.9165 0.05 0.01 -0.01
H 0.5657 2.3203 -5.0040 0.02 -0.01 -0.05
H 1.6034 5.1454 1.6037 0.03 0.00 -0.02
H 2.9311 -1.5570 0.7713 0.02 -0.02 0.01
C -5.5230 -1.6277 1.2023 -0.07 0.04 -0.05
C -5.0690 -0.7144 3.4177 -0.05 -0.04 0.04
C 4.2518 -2.1487 -3.8724 0.03 -0.03 -0.05
H 7.1917 2.4308 -1.4077 -0.01 0.00 0.01
C 3.2737 -0.5205 0.7730 -0.40 0.60 -0.09
H -1.6536 4.6323 0.2361 -0.02 -0.06 0.11
O -0.6501 1.9456 -2.7435 0.21 0.12 0.13
C -3.2330 2.6359 5.2200 0.09 0.16 0.06
H -6.5375 -1.9878 1.3830 0.00 -0.01 -0.04
C -1.9587 -5.1665 -3.4120 -0.04 -0.04 -0.10
C -1.8268 -2.9444 -2.4807 -0.10 -0.04 -0.17
C 3.6933 4.7393 1.9149 -0.03 0.06 -0.06
C 5.3033 1.4507 -1.1646 -0.07 -0.02 0.07
H -3.5790 3.6075 4.8701 -0.01 -0.03 -0.05
C -1.4782 -4.2991 -2.4505 -0.06 0.07 0.02
H -3.9778 1.1351 -0.3516 0.00 0.00 -0.01
H -3.8084 -0.4705 -1.0871 0.06 0.04 0.03
H -2.9066 -1.4201 -3.5305 0.00 0.00 -0.02
H -0.5040 4.8036 -2.5950 0.03 0.05 0.01
H 0.3809 0.1499 -2.8597 -0.08 -0.03 -0.03
C 5.5449 3.7615 -1.7614 -0.05 0.06 0.00
C -1.3766 -2.0424 -1.4716 0.10 -0.07 0.44
O 0.8799 0.2325 1.9145 -0.26 0.01 -0.11
H -1.7045 -6.2177 -3.3886 0.03 0.01 0.01
N -3.6657 -6.2829 -6.2551 0.01 0.02 0.06
C 0.9912 1.4978 -4.4294 -0.08 0.01 0.15
P -1.4730 1.6816 -1.4010 -0.58 0.55 -0.70
H -1.9313 5.6755 -2.0188 0.00 0.01 0.00
C 3.7032 -1.6447 5.9716 0.00 0.02 0.02
H 4.4499 0.2744 6.5727 -0.03 0.00 0.02
H -0.8432 0.4122 -4.1153 -0.07 0.07 0.07
H 6.1804 4.6147 -1.9603 0.00 -0.02 -0.04
H 4.0243 -2.1379 6.8794 0.00 0.00 0.00
H -1.3835 -3.3776 1.2737 0.03 0.11 -0.05
N -3.4159 -3.4990 1.7704 0.00 0.12 -0.04
C 3.9173 1.5953 -1.2054 -0.08 -0.25 0.05
H -0.2051 3.7918 -0.3413 0.00 -0.06 0.12
C 2.0005 3.0512 1.8019 -0.11 -0.02 0.01
H -5.4433 -3.9655 2.0594 0.05 -0.02 -0.01
H 0.9712 2.7525 1.6788 -0.16 0.07 0.03
C 4.6559 3.7591 2.1242 0.15 -0.03 -0.02
H -2.2509 2.7587 5.6744 0.00 -0.03 0.00
O -3.1666 1.7041 4.1347 0.05 -0.18 -0.14
C 4.0973 -1.0696 -3.0143 -0.01 0.06 0.03
H -4.7990 -4.4323 0.4696 0.00 0.01 0.01
C 3.0470 -2.3705 4.9853 -0.01 -0.05 -0.05
H -4.9269 0.3006 3.0448 -0.02 -0.05 -0.02
S -2.1507 -1.6638 3.1958 0.04 0.05 0.06
C 2.6436 -1.7425 3.8198 0.02 0.02 -0.02
C -2.7840 -4.6878 -4.4295 0.09 0.25 0.20
H 5.0466 1.6691 2.3830 0.02 0.01 -0.03
H 1.7316 -4.1193 -2.7550 -0.01 0.01 0.01
H -0.8352 -4.6608 -1.6585 0.00 -0.01 0.01
C 2.9004 -0.3841 3.6395 -0.02 0.20 -0.20
H 4.7412 -0.2038 -3.1050 0.00 -0.05 -0.04
P 2.3602 0.3730 2.0972 0.59 -0.27 0.14
C -0.9737 5.2512 -1.7188 -0.07 -0.16 0.04
C -2.3126 1.9308 3.1374 0.02 0.33 0.37
C 2.3626 4.3881 1.7568 0.01 0.02 -0.03
H -0.3438 6.0543 -1.3333 0.02 0.01 -0.04
H -1.8008 -4.7348 2.3379 -0.05 -0.01 -0.02
C 4.1655 3.8979 -1.8284 0.02 0.07 -0.02
O 1.3818 0.6357 -0.8212 -0.32 0.33 0.18
C -0.0602 0.8931 -3.5245 0.17 -0.26 -0.15
C 2.3986 -3.2694 -2.8160 0.01 0.01 -0.01
C -4.5727 -4.3486 1.5346 -0.13 -0.19 0.04
C 3.5369 0.3464 4.6375 0.00 -0.02 -0.02
H -5.0938 0.3452 -3.0922 -0.03 -0.04 0.01
H 2.8578 -3.4268 5.1221 -0.02 0.01 0.02
Co -0.4877 0.3526 0.2884 0.67 0.62 0.52
C 6.1154 2.5377 -1.4389 0.07 -0.07 0.01
H -3.7588 -2.9786 -5.2791 -0.01 0.03 0.02
C 2.9536 2.0716 2.0345 -0.14 -0.20 0.03
S -2.4086 0.6977 1.9286 -0.02 -0.34 -0.24
H 3.7285 4.8488 -2.1043 0.00 0.00 0.03
O -2.7822 1.0270 -2.0480 0.07 -0.04 -0.03
C 3.3458 2.8152 -1.5503 -0.03 -0.05 0.06
C 2.2388 -2.1963 -1.9570 0.00 0.02 0.07
C 4.2928 2.4256 2.1948 -0.01 -0.05 -0.06
C -2.6497 -2.4720 -3.5106 0.02 -0.03 0.07
P 2.8179 0.2183 -0.8482 0.42 -0.54 -0.09
C -1.1747 4.2042 -0.6405 0.25 0.20 -0.15
H -3.9365 2.2129 5.9310 0.00 -0.06 -0.06
H 2.1200 -2.2974 3.0494 0.00 -0.05 0.04
C -3.2749 -5.5774 -5.4362 -0.09 -0.19 -0.23
H 1.8328 1.8784 -3.8486 0.00 0.01 0.00
C -3.5122 -2.3222 2.4043 -0.07 -0.07 0.04
H 3.9892 5.7797 1.8698 0.00 -0.01 0.02
H -5.0721 -2.1975 0.3946 -0.02 0.03 0.03
H -5.5749 -0.5806 0.8910 -0.02 -0.01 0.03
S -1.3470 3.2549 3.0458 0.02 -0.06 -0.13
C -2.1334 -4.1288 1.4908 0.08 -0.06 0.04
H -2.2552 -4.7689 0.6177 -0.02 0.00 0.00
H 1.4296 -2.1818 -1.2331 -0.02 -0.08 -0.04
O -2.0263 3.1587 -1.1249 -0.14 -0.15 0.11
H 5.0225 -2.1285 -4.6313 0.01 0.00 0.01
C 3.1016 -1.1021 -2.0445 -0.01 0.21 0.12
H -4.4521 -0.8472 4.2993 0.00 0.01 0.02
H 5.7388 0.4869 -0.9234 0.07 0.05 0.03
C -1.0224 -1.3006 -0.5706 -0.20 -0.61 -0.32
C -3.9268 0.5961 -1.3000 -0.15 -0.06 0.04
H 3.7127 1.4058 4.5056 0.01 -0.02 0.06
H -6.0533 0.5110 -1.6087 -0.02 0.01 -0.01
C -5.1635 0.8599 -2.1338 0.21 0.05 0.01
H -5.2576 1.9275 -2.3290 -0.06 0.00 0.02
C -3.1263 -3.3349 -4.4774 0.04 -0.12 -0.04
C 3.9416 -0.2894 5.8018 0.03 -0.01 0.03
H 1.3642 0.7396 -5.1183 0.00 0.00 -0.01
H 5.6957 4.0387 2.2332 -0.01 0.00 0.03
H 4.3504 -0.4951 0.9457 0.01 0.00 0.01
H -6.1180 -0.8578 3.6836 0.00 -0.02 -0.03
N -4.7144 -1.7053 2.4121 0.14 0.12 -0.08
C 3.4156 -3.2497 -3.7631 -0.02 0.01 -0.04
H 3.5469 -4.0935 -4.4277 0.00 0.01 -0.02
H 2.2663 2.8982 -1.5958 0.00 0.05 0.02
```
Forces are in eV/Å.

Calculated values
- frontier orbital gap (spin up / spin down) (eV) = 7.82 / 6.72
- multiplicity = 5
- maximum force (eV/Å) = 1.1
- HOMO (spin up / spin down) (eV) = -9.7 / -10.5
- net charge = +1

# C47H56MgN3O9SSe

C47H56MgN3O9SSe as an isolated structure in a non-equilibrium geometry (ωB97M-V/def2-TZVPD, the Open Molecules 2025 dataset).

XYZ file:
```
118
Properties=species:S:1:pos:R:3:forces:R:3
Mg -0.0607 0.2066 -1.5999 -0.23 -0.26 0.23
H -5.9553 0.7534 3.7721 -0.02 -0.15 -0.11
C -2.7318 1.9108 3.0345 -0.60 -0.37 -0.11
O 4.0297 1.2564 -7.5305 0.06 0.15 0.21
C -0.1719 2.8373 -5.2371 0.24 0.17 0.56
O -2.2927 -0.9412 -1.4424 -0.67 0.47 -0.56
H 3.1503 -4.8496 3.5479 -0.15 -0.14 0.05
C 2.6021 -0.9121 1.7777 -0.72 -0.88 0.83
H 1.0222 -5.0349 5.7819 0.03 0.15 -0.30
C 2.4841 1.5409 -5.1480 0.37 -0.77 0.77
H 3.2618 0.7195 -0.5109 0.12 0.00 0.22
C -3.1532 0.6302 3.4271 0.19 0.69 0.74
C 1.6036 -2.5880 3.3691 0.55 0.70 -0.52
N 0.8566 -2.9179 -3.2509 0.66 0.37 0.05
H -3.6188 -6.2738 -4.3368 -0.12 -0.28 0.10
C 3.8891 -0.0286 -4.0470 -0.45 0.56 -0.29
N -0.5557 1.9307 -3.0596 0.47 -0.12 0.33
C 4.0915 0.7459 2.8045 0.66 0.54 -0.34
C -1.1804 -3.4176 -4.6828 0.02 0.64 -0.06
C 2.6450 -1.7491 2.9039 -0.12 0.24 -0.04
H -0.1670 4.9266 0.7083 -0.01 0.14 -0.09
H -2.2572 2.4738 -2.0722 -0.11 -0.08 -0.05
C -1.9128 -0.1743 1.5370 0.14 0.50 -0.82
H -4.8404 -1.4333 4.3605 0.12 -0.07 0.16
H -3.7058 4.3212 1.7660 -0.34 0.01 0.55
H 3.5960 0.4515 -7.8290 -0.07 -0.10 0.14
N 1.7858 0.5741 -3.0896 -0.09 -0.30 0.27
O -0.9338 4.7905 -7.2883 0.22 -0.12 -0.24
C -1.3756 3.5201 -5.1904 -0.46 -0.01 -0.78
H 2.1658 -3.2038 6.7556 -0.09 0.21 -0.21
H -2.7533 5.2723 0.6418 0.05 -0.13 0.04
H -4.8862 -0.8961 6.0346 -0.08 -0.12 0.32
C -5.3507 1.2025 4.5550 0.05 -0.77 0.45
C -4.2705 -0.9183 5.1457 -0.14 -0.01 -1.02
O 1.3445 -0.4302 -0.2231 -0.02 0.09 -0.05
C 0.4108 -1.7772 1.4694 0.37 -0.31 0.19
H 0.4187 3.3013 1.1029 -0.05 0.10 -0.20
H -0.2028 -3.9493 5.1714 0.15 0.06 -0.20
H 5.2355 1.9390 -6.0568 -0.19 -0.49 -0.19
H 5.8346 -0.3287 0.8542 0.05 0.22 -0.03
C 0.7451 -4.4335 4.8999 -0.13 0.40 0.70
C -1.1240 -4.2060 -3.5589 0.88 0.08 0.11
C 0.4311 -2.5582 2.6226 0.87 0.25 -0.02
H 3.2111 1.2678 3.1196 -0.60 0.39 0.26
O -1.0525 -1.5579 -1.0575 0.59 -0.04 0.92
H -2.2965 0.7015 6.0720 0.29 -0.02 0.16
H 2.2931 2.1797 -5.9536 -0.26 0.79 -1.03
H -1.9345 -5.9099 -2.5271 0.06 0.33 -0.27
C -3.2558 1.1790 5.9289 -0.75 0.22 -0.73
H 3.3119 -4.8552 5.3626 -0.04 0.39 -0.82
H -5.3037 2.2491 4.3766 0.30 1.00 -0.32
H -0.4609 -3.1082 2.8897 0.04 -0.20 0.13
O 0.2793 -4.4797 -1.6339 0.06 0.71 -1.05
H -0.8557 5.3329 2.7116 -0.04 0.03 0.13
H 4.7858 -0.5985 -3.9710 0.49 -0.44 0.02
C 3.1533 -4.2315 4.4443 0.65 0.22 0.65
C 2.9173 -0.1322 -3.0542 -0.21 0.44 -0.24
C 0.2216 2.0791 -4.1351 0.54 -0.19 -0.49
O 0.9434 -2.0665 -5.6748 -0.22 -0.56 0.66
H -0.4653 5.5151 -6.8730 0.11 0.13 0.18
H 5.1433 -1.6116 1.8358 0.04 -0.08 -0.15
Se -1.2747 -1.7616 0.7078 -1.04 -0.59 -0.58
C -0.4319 3.8708 0.7084 -0.13 -0.53 0.09
H 3.5727 -1.7328 3.4986 -0.53 0.01 -0.34
O -1.0036 1.2415 -0.1102 0.52 0.54 -0.28
C 0.0909 -3.8633 -2.6937 -0.64 -1.31 1.22
H -3.6564 -4.9425 -6.2938 -0.13 0.16 -0.04
H -2.0849 -2.9515 -6.5664 -0.27 -0.17 0.08
C 3.4291 1.1056 0.4947 -0.44 -0.43 -0.33
C 1.9848 -2.5546 5.8844 -0.08 0.30 -0.41
O -0.4683 -0.9516 -4.0606 0.00 -0.05 0.23
H -0.4265 3.7401 3.3860 -0.45 0.40 0.11
H -3.3564 -1.4714 5.3332 0.16 -0.14 0.10
H 2.8473 -1.8784 5.7750 -0.37 0.02 0.20
C -1.7028 2.5965 -2.9945 -0.15 0.22 -0.79
C 1.5669 1.3717 -4.1322 -1.02 0.25 0.34
H 4.6485 -1.4197 0.1449 -0.09 -0.11 -0.09
C -1.5563 1.1052 1.0281 -0.87 -0.34 0.92
H -3.1292 2.7517 3.5974 0.25 -0.07 0.02
H 0.4772 2.9292 -6.0930 -0.12 0.00 -0.12
H -0.6308 3.5229 -0.2995 0.10 0.05 -0.07
C -1.9888 -5.2545 -3.4011 -0.19 -0.50 0.74
C -3.9864 0.5187 4.7115 0.18 0.09 0.42
H -3.1258 2.2521 5.7587 0.21 -0.13 0.03
C 4.6424 1.0255 -6.2676 0.38 0.45 0.05
H 4.3988 0.1279 3.6211 0.30 -0.51 0.48
C -2.9131 4.2607 1.0419 0.40 0.51 -0.45
H 3.0006 -0.7838 -2.1988 0.18 -0.19 0.05
C -1.9050 4.2874 -6.4108 -0.52 0.02 0.81
C 3.7699 -0.0037 1.5192 -0.11 0.74 -0.57
C -2.9584 -4.6725 -5.5111 -0.62 0.54 -1.48
H -5.8535 1.0830 5.5120 -0.40 -0.01 0.08
H 4.2068 1.8470 0.4394 0.61 0.31 0.17
C -2.1640 3.3917 -4.0589 0.03 -0.60 0.95
C -2.6941 -0.4112 2.6579 -0.27 -0.16 -0.07
C -1.9792 2.1749 1.9168 0.99 0.33 -0.78
H -3.2916 3.6239 0.2502 0.04 -0.07 -0.34
H 4.0047 -3.5391 4.3474 -0.10 -0.37 0.11
H -2.5268 3.6193 -7.0101 0.08 -0.10 0.07
C 4.9167 -0.8837 1.0514 0.50 0.03 0.15
H 5.3246 0.1820 -6.3263 0.21 -0.15 0.07
C 1.4543 -0.9838 0.9381 -0.15 -0.22 -0.32
H 2.4990 1.6197 0.7655 0.16 -0.11 0.06
H 1.0458 -1.9699 6.0423 0.78 -0.34 -0.08
C -2.9171 -5.4609 -4.4006 -0.16 -0.73 0.65
H -2.0831 4.4547 3.6227 0.15 -0.08 0.18
C -2.1217 -3.5847 -5.6846 1.00 0.11 0.30
C -1.6372 3.6560 1.6356 -0.28 -0.44 -0.20
H -2.9919 -1.4171 2.8952 0.04 -0.41 0.07
C 3.6786 0.8320 -5.1286 -0.65 -0.26 0.50
H -3.1618 3.8124 -3.9704 0.23 0.23 -0.12
C -1.2445 4.3360 2.9381 0.38 0.10 0.13
H 4.8697 1.5029 2.6351 -0.02 -0.20 -0.02
H -3.8803 1.0790 6.8290 0.22 -0.12 -0.15
H -2.5825 5.0834 -6.0443 0.27 -0.19 -0.14
C 1.8683 -3.4177 4.6002 -0.81 -0.85 0.99
S 0.1343 -2.2232 -4.4691 -0.13 1.07 -0.88
H 0.5581 -5.1081 4.0879 -0.06 -0.37 -0.58
```
Forces are in eV/Å.

Calculated values
- ΔE to the lowest compared entry with this formula, charge and spin (kcal per mole) = 0.00
- frontier orbital gap (eV) = 6.64
- multiplicity = 1
- maximum force (eV/Å) = 1.9
- HOMO (eV) = -4.7
- net charge = -1